[1]
A structure of composition C16H20CrF6NO6SSi at a distorted geometry. Source: OMol25; level of theory: ωB97M-V with the def2-TZVPD basis set.

The geometry in XYZ format:
```
52
Properties=species:S:1:pos:R:3:forces:R:3:mulliken_charge:R:1
Cr -1.3410 0.7888 0.5434 1.55 0.47 0.45 0.470
O -4.7211 0.5189 0.7538 -0.23 -0.06 -0.06 -0.417
C -3.7429 0.8847 -0.0257 -0.75 -0.08 -0.55 0.762
O -2.9810 0.0868 -0.5849 0.00 0.59 0.75 -0.552
C -3.6837 2.3598 -0.3476 0.27 0.14 0.12 -0.473
O -2.3749 2.8380 -0.0505 -0.05 -0.31 0.07 -0.373
C -2.3189 3.5465 1.2099 -0.07 0.01 -0.17 -0.260
C -2.4918 2.6172 2.4024 0.03 -0.51 -0.06 0.727
O -2.7023 3.1014 3.4904 0.01 -0.09 -0.01 -0.703
O -2.3828 1.3437 2.1184 -0.42 0.03 0.17 -0.640
H -4.6429 -0.4322 0.9324 -0.04 -0.10 0.01 0.376
H -4.4555 2.9057 0.1851 -0.04 0.10 0.09 0.380
H -3.8262 2.4534 -1.4204 -0.10 0.03 -0.15 0.427
H -3.0840 4.3199 1.2320 -0.04 0.05 -0.05 0.495
H -1.3370 3.9995 1.2567 0.10 0.06 -0.06 0.002
C 3.0290 -3.7819 -1.3964 0.26 -0.03 0.01 -1.049
Si 1.1682 -3.7659 -1.3250 -0.02 0.06 -0.12 0.131
C 0.5091 -4.7576 -2.7613 -0.09 -0.15 -0.17 -1.081
C 0.5828 -4.4990 0.2740 -0.13 0.00 0.24 -1.017
C 0.6550 -1.9689 -1.6199 -0.07 0.10 0.12 0.590
C 1.0944 -1.3627 -2.7917 0.02 -0.06 0.01 -0.128
C 0.8495 -0.0200 -3.0816 0.07 -0.04 -0.13 -1.348
C 0.1566 0.7228 -2.1605 -0.07 -0.06 0.25 -0.471
N -0.2850 0.1631 -1.0282 0.23 -0.12 -0.51 0.274
C -0.0670 -1.1350 -0.7472 0.03 0.03 -0.16 0.619
S -0.8160 -1.4882 0.7875 0.12 0.38 0.17 -0.680
H 3.4037 -4.8036 -1.2615 -0.01 0.13 -0.02 0.348
H 3.4690 -3.1520 -0.6158 -0.05 -0.07 -0.09 0.325
H 3.3876 -3.4188 -2.3658 0.01 -0.04 0.11 0.330
H 0.8291 -5.8032 -2.6765 -0.05 0.12 -0.04 0.322
H 0.8853 -4.3705 -3.7149 -0.06 -0.06 0.08 0.325
H -0.5857 -4.7399 -2.7970 0.13 0.00 0.00 0.326
H 0.9537 -5.5286 0.3432 -0.04 0.11 0.00 0.340
H -0.5100 -4.5201 0.3330 0.14 -0.02 0.03 0.323
H 0.9549 -3.9381 1.1373 -0.06 -0.10 -0.09 0.324
H 1.6611 -1.9515 -3.5093 -0.03 0.06 0.04 0.295
H 1.2056 0.4372 -3.9947 0.00 -0.04 0.04 0.408
H -0.0397 1.7813 -2.2914 -0.04 -0.06 0.03 0.564
C 1.1730 3.0511 2.8647 0.02 0.01 0.08 -1.865
C 1.2799 2.0929 1.6794 -0.03 -0.06 -0.21 1.010
O 0.0212 1.8567 1.1751 -0.30 -0.46 -0.25 -0.144
C 2.1286 2.7702 0.5739 -0.17 0.04 0.09 0.641
F 3.3268 3.1639 1.0276 -0.01 0.00 -0.07 -0.280
F 2.3352 1.9881 -0.4947 -0.04 0.03 0.05 -0.178
F 1.4817 3.8714 0.1387 0.11 -0.11 -0.03 -0.261
C 1.9563 0.7851 2.1627 -0.15 0.12 0.04 0.275
F 3.1581 1.0382 2.7149 -0.07 -0.12 -0.04 -0.287
F 1.1895 0.2141 3.1007 0.13 -0.01 -0.09 -0.278
F 2.1469 -0.1091 1.1839 -0.02 0.07 0.04 -0.192
H 0.8180 4.0195 2.5130 0.00 -0.06 0.02 0.412
H 2.1319 3.1824 3.3611 0.00 0.04 0.01 0.444
H 0.4477 2.6447 3.5673 0.01 0.01 0.00 0.410
```
Forces are in eV/Å.

Computed properties:
2S+1 ... 2
Net charge ... 0
Orbital gap (alpha / beta) ... 7.62 / 7.79 eV
⟨S²⟩ ... 0.773
Energy relative to the best compared isomer or geometry (same formula, charge and spin) ... 0.0 kJ/mol
DFT total energy ... -3459.352675 a.u.
LUMO energy (alpha / beta) ... -0.649 / -0.549 eV

[2]
An isolated molecule of C5H7NO2 at a distorted geometry. Source: OMol25; level of theory: ωB97M-V with the def2-TZVPD basis set.

The geometry in XYZ format:
```
15
Properties=species:S:1:pos:R:3:forces:R:3:mulliken_charge:R:1
C 0.2767 0.3020 1.5665 2.00 2.89 2.77 -1.375
C -0.9525 -0.9565 0.2715 0.58 -1.68 -3.49 0.312
C 0.2435 0.2252 0.1460 -0.03 -3.09 0.99 1.584
N -1.8301 -0.7753 -0.7432 -0.37 0.34 0.17 -0.314
C 1.6501 -0.3092 -0.4410 -0.82 -0.86 0.46 -0.155
C 0.1393 1.4078 -0.6804 -0.42 0.52 0.23 -1.220
O -0.9119 -2.0032 0.8977 0.34 1.90 0.12 -0.582
O 2.6869 -0.3588 0.1459 -0.50 0.20 -0.21 -0.432
H -1.7616 0.0454 -1.3284 -0.11 -0.17 0.18 0.242
H -2.5395 -1.4730 -0.9062 -0.02 0.13 0.06 0.241
H 1.5027 -0.6629 -1.4774 0.26 0.10 -0.18 0.390
H 0.0757 -0.3683 2.3911 -0.47 -0.72 -0.96 0.286
H 0.8412 1.1338 1.9734 -0.07 0.45 0.03 0.341
H 0.6792 1.4464 -1.6244 -0.28 -0.02 0.07 0.358
H -0.0997 2.3464 -0.1908 -0.06 0.00 -0.22 0.325
```
Forces are in eV/Å.

Computed properties:
Net charge ... 0
Orbital gap (alpha / beta) ... 7.24 / 8.49 eV
Energy relative to the best compared isomer or geometry (same formula, charge and spin) ... 482.0 kJ/mol
DFT total energy ... -399.781995 a.u.
LUMO energy (alpha / beta) ... -1.102 / -0.238 eV

Q: Which value of energy relative to the best compared isomer or geometry (same formula, charge and spin) does entry 1 give?
A: 0.0 kJ/mol

Q: The lowest DFT total energy belongs to which entry?
A: C16H20CrF6NO6SSi